1:
{
  "formula": "C3H4N2",
  "method": "ωB97M-V/def2-TZVPD",
  "symbols": ["C", "C", "C", "H", "H", "H", "H", "N", "N"],
  "positions_angstrom": [[1.61, -0.17, 0.05], [0.24, -0.21, 0.51], [-0.82, 0.66, -0.16], [0.15, -0.74, 1.50], [-0.33, 1.32, -0.98], [-1.72, 0.96, 0.45], [-1.37, -1.16, -0.39], [2.72, 0.10, -0.34], [-0.49, -0.76, -0.63]],
  "e_lumo_ev": 0.7,
  "homo_lumo_gap_ev": 11.5,
  "smiles": "N#C[C@H]1CN1",
  "homo_ev": -10.75
}

2:
{
  "formula": "C3H4N2",
  "method": "ωB97M-V/def2-TZVPD",
  "symbols": ["N", "C", "C", "C", "N", "H", "H", "H", "H"],
  "positions_angstrom": [[0.98, 0.11, 0.43], [0.48, -0.35, -0.74], [-0.89, -0.31, -0.66], [-1.25, 0.10, 0.67], [-0.03, 0.33, 1.33], [1.94, 0.12, 0.74], [1.14, -0.68, -1.53], [-1.58, -0.57, -1.45], [-0.78, 1.24, 1.22]],
  "e_lumo_ev": 0.8,
  "homo_lumo_gap_ev": 9.6,
  "homo_ev": -8.74
}

3:
{
  "formula": "C3H4N2",
  "method": "ωB97M-V/def2-TZVPD",
  "symbols": ["C", "C", "C", "N", "N", "H", "H", "H", "H"],
  "positions_angstrom": [[-1.80, 0.61, -0.27], [2.14, 0.09, 0.00], [0.65, -0.30, 0.20], [-0.55, 0.56, 0.11], [3.28, -0.05, -0.07], [-2.40, 1.48, -0.08], [0.72, -1.28, -0.39], [0.32, -0.81, 1.14], [-2.37, -0.30, -0.64]],
  "e_lumo_ev": 0.6,
  "homo_lumo_gap_ev": 10.3,
  "smiles": "C=NCC#N",
  "homo_ev": -9.65
}

The structure with the least stability is 2.

1:
{
  "formula": "C3H4N2",
  "method": "ωB97M-V/def2-TZVPD",
  "symbols": ["C", "C", "C", "N", "N", "H", "H", "H", "H"],
  "positions_angstrom": [[0.28, 0.00, 1.89], [0.31, -0.42, 0.78], [0.36, -1.11, -0.52], [-0.88, 2.08, -1.53], [-1.56, 2.50, -0.79], [0.23, 0.70, 2.74], [0.76, -2.18, -0.34], [1.10, -0.42, -1.18], [-0.59, -1.14, -1.05]],
  "e_lumo_ev": 1.1,
  "homo_lumo_gap_ev": 11.2,
  "smiles": "C#CC.N#N",
  "homo_ev": -10.04
}

2:
{
  "formula": "C3H4N2",
  "method": "ωB97M-V/def2-TZVPD",
  "symbols": ["C", "C", "C", "N", "N", "H", "H", "H", "H"],
  "positions_angstrom": [[-1.16, 0.40, -0.16], [-0.54, -0.47, -0.94], [1.05, 0.09, 0.68], [0.10, 1.09, 0.17], [0.73, 0.06, -0.70], [-2.16, 0.73, 0.02], [-0.79, -1.25, -1.55], [2.08, 0.43, 0.98], [0.70, -1.07, 1.50]],
  "e_lumo_ev": 1.1,
  "homo_lumo_gap_ev": 10.6,
  "homo_ev": -9.50
}

3:
{
  "formula": "C3H4N2",
  "method": "ωB97M-V/def2-TZVPD",
  "symbols": ["C", "C", "C", "H", "H", "H", "H", "N", "N"],
  "positions_angstrom": [[-0.08, 0.25, -0.09], [-1.51, 0.03, -0.09], [-2.68, -0.39, -0.07], [2.71, -0.79, 0.36], [2.19, 0.78, 0.24], [0.23, 1.32, -0.12], [-3.76, -0.33, 0.03], [2.09, -0.16, -0.16], [0.80, -0.71, -0.11]],
  "e_lumo_ev": 0.5,
  "homo_lumo_gap_ev": 9.4,
  "smiles": "C#C/C=N/N",
  "homo_ev": -8.87
}

The structure with the least stability is 2.

1:
{
  "formula": "C3H4N2",
  "method": "ωB97M-V/def2-TZVPD",
  "symbols": ["C", "C", "N", "C", "N", "H", "H", "H", "H"],
  "positions_angstrom": [[0.62, 0.89, 0.10], [-0.09, -1.51, 0.46], [-0.31, -0.21, 0.38], [-1.41, -0.50, -0.42], [-2.34, -0.37, -1.10], [0.99, -1.76, 0.51], [0.13, 1.83, 0.34], [0.88, 0.91, -0.96], [1.52, 0.72, 0.69]],
  "e_lumo_ev": -0.1,
  "homo_lumo_gap_ev": 8.9,
  "homo_ev": -8.97
}

2:
{
  "formula": "C3H4N2",
  "method": "ωB97M-V/def2-TZVPD",
  "symbols": ["N", "C", "C", "C", "N", "H", "H", "H", "H"],
  "positions_angstrom": [[-0.99, -0.72, 0.40], [-0.69, 0.50, -0.10], [0.72, 0.87, -0.05], [1.26, -0.32, -0.23], [-0.11, -1.65, 0.52], [-1.93, -0.77, 0.82], [-1.41, 0.96, -0.74], [1.08, 1.91, 0.13], [2.08, -0.80, -0.74]],
  "e_lumo_ev": [0.6, 0.6],
  "homo_lumo_gap_ev": [8.0, 8.0],
  "homo_ev": [-7.35, -7.35]
}

The structure with the least stability is 2.